Entry one
Below is one molecule with the formula C2H2IPS, with properties calculated with ωB97M-V with the def2-TZVPD basis set.

Results
Kohn-Sham gap: 7.332 eV
Net charge: 0
SMILES: S=C/P=C\I
LUMO level: -1.403 eV

```
7
Properties=species:S:1:pos:R:3:lowdin_charge:R:1
I -1.8910 0.7083 -0.9151 0.728
S 0.6702 -0.1742 2.7969 0.624
P 1.2819 -0.4420 -0.2211 0.796
C 0.1603 0.1066 -1.3902 -0.880
C 0.1841 -0.2618 1.2791 -1.073
H 0.3890 0.4652 -2.4300 -0.026
H -0.7945 -0.4021 0.8803 -0.169
```

***

Entry two
Below is a 2-piece molecular cluster, C2H2IPS overall, with properties calculated with ωB97M-V with the def2-TZVPD basis set.

Results
Kohn-Sham gap (alpha / beta): 6.267 / 6.267 eV
Net charge: 0
LUMO level (alpha / beta): -1.976 / -1.976 eV

```
7
Properties=species:S:1:pos:R:3:lowdin_charge:R:1
I -2.3720 2.1037 0.6269 0.606
S 2.5531 -2.2510 0.1998 0.027
P 1.1971 -1.7095 -1.0293 0.350
C 0.2855 0.4208 0.1813 -0.234
C -0.9673 0.5621 -0.0497 -0.738
H -1.7259 -0.0068 -0.6414 -0.002
H 1.0296 0.8807 0.7123 -0.009
```

***

Need the numbers? Relative energies in eV: entry one 0.000; entry two 0.710.

***

Entry one
Below is one molecule with the formula C9H16N2, with properties calculated with ωB97M-V with the def2-TZVPD basis set.

Results
Kohn-Sham gap: 9.096 eV
Net charge: 0
SMILES: CC[C@@]12[C@H]3C[C@H](C)NN1[C@]32C
LUMO level: 0.982 eV

```
27
Properties=species:S:1:pos:R:3:lowdin_charge:R:1
N -1.1458 0.2209 1.2582 -0.039
N 0.2986 0.4379 1.1361 0.061
C 2.2762 -1.0761 0.1629 -0.214
C -3.4235 -0.0832 0.2701 -0.030
C 0.1961 0.4921 -1.0751 -0.116
C 1.0900 -0.1443 -0.0334 -0.242
C -1.3054 0.2296 -1.2396 -0.112
C -1.8530 -0.3372 0.1549 -0.371
C 0.8103 1.2512 0.0533 -0.377
C 1.5820 2.4986 0.1467 0.007
C 1.9340 -2.5046 0.2078 -0.157
H 2.1466 2.3627 1.1100 0.111
H 2.7563 -0.6021 1.1225 0.152
H -1.7962 1.1221 -1.4885 0.070
H 2.7068 -3.2444 0.5202 0.069
H -1.6174 -1.4442 0.3151 0.147
H -1.5284 1.1475 1.5026 0.120
H -3.6730 0.2117 1.3224 0.088
H 2.1303 2.6713 -0.7059 0.057
H 1.1150 3.3916 0.3688 0.048
H 3.0332 -0.9742 -0.6820 0.129
H 1.5884 -2.9971 -0.7618 0.094
H -3.8779 -0.9758 -0.0001 0.039
H 1.1287 -2.7150 1.0339 0.108
H -1.6865 -0.3434 -2.1434 0.128
H 0.7412 0.6950 -2.1327 0.177
H -3.6267 0.7093 -0.4228 0.055
```

***

Entry two
Below is C9H16N2 as an isolated structure, with properties calculated with ωB97M-V with the def2-TZVPD basis set.

Results
Kohn-Sham gap (alpha / beta): 7.999 / 7.999 eV
Net charge: 0
LUMO level (alpha / beta): 0.702 / 0.702 eV

```
27
Properties=species:S:1:pos:R:3:lowdin_charge:R:1
N -2.3033 1.2092 -0.6077 0.018
N -1.0278 1.1649 0.1235 0.049
C 1.5899 -0.4523 -0.5035 -0.215
C -2.9918 -0.1147 -0.3344 -0.343
C 2.5260 0.1594 0.5164 -0.236
C 0.3612 -0.9840 0.1598 -0.367
C -1.8672 -1.0205 0.2243 -0.178
C -0.6485 -1.5843 -0.8360 0.053
C -4.0008 0.1101 0.7904 -0.084
C -0.7511 -0.0735 0.5039 -0.204
C 4.0413 0.6023 0.1194 -0.123
H -0.7453 1.9903 0.5798 0.126
H 0.6794 -1.7628 0.8804 0.145
H 4.5991 -0.2646 -0.4150 0.080
H 2.7030 -0.5915 1.3632 0.118
H 1.8942 -1.4180 -0.8306 0.114
H 2.0600 1.0379 1.0824 0.113
H -0.7094 -0.9619 -1.7719 0.074
H -3.4657 0.4778 1.6912 0.089
H -4.7231 0.9499 0.4431 0.100
H 4.5694 0.8450 1.0769 0.056
H 1.3454 0.2484 -1.2579 0.107
H 4.3850 1.4418 -0.5501 0.058
H -3.4872 -0.5620 -1.2385 0.154
H -2.0686 -1.7292 1.0542 0.139
H -2.1622 1.1392 -1.6150 0.101
H -4.6569 -0.7278 0.8698 0.057
```

***

Need the numbers? Relative energies in eV: entry one 0.000; entry two 1.154.

***

Entry one
Below is one molecule with the formula C7H11FSi, with properties calculated with ωB97M-V with the def2-TZVPD basis set.

Results
Kohn-Sham gap: 9.297 eV
Net charge: 0
SMILES: C=C/C=C\C=C(/[SiH3])CF
LUMO level: 0.550 eV

```
20
Properties=species:S:1:pos:R:3:lowdin_charge:R:1
Si -0.7397 -1.8848 -0.5257 0.730
F -3.2496 -0.6529 -0.4249 -0.146
C 2.3020 0.5495 0.9446 -0.160
C -0.3028 0.9250 -0.6842 -0.137
C -2.5212 0.3498 0.2971 -0.166
C 2.1782 0.5168 -0.5059 -0.163
C -1.1173 -0.0176 -0.1453 -0.376
C 1.2889 0.3033 1.7665 0.021
C 1.0773 0.7791 -1.1706 -0.165
H -1.5667 -2.3217 -1.6628 -0.068
H 3.1099 0.4918 -1.1286 0.119
H 1.3639 0.4939 2.8238 0.048
H -2.8157 1.3520 -0.0480 0.118
H 0.7138 -1.6330 -0.9074 -0.032
H 3.3242 0.8138 1.1244 0.090
H -2.6575 0.0858 1.3961 0.135
H 0.2450 -0.0296 1.5461 0.045
H -1.0832 -2.6863 0.6118 -0.087
H -0.5943 1.8231 -1.0491 0.078
H 1.0446 0.7420 -2.2581 0.116
```

***

Entry two
Below is one molecule with the formula C7H11FSi, with properties calculated with ωB97M-V with the def2-TZVPD basis set.

Results
Kohn-Sham gap: 8.658 eV
Net charge: 0
SMILES: CC1=CC=C(F)[Si]1(C)C
LUMO level: 0.698 eV

```
20
Properties=species:S:1:pos:R:3:lowdin_charge:R:1
Si 0.7139 -0.0407 -0.3065 0.788
F -0.4020 2.7539 -1.9282 0.011
C -0.5524 1.7661 -1.0685 -0.215
C -0.9071 -0.4384 0.5227 -0.363
C 1.2533 -0.9814 -1.8504 -0.167
C -0.8876 -1.5163 1.6100 -0.101
C -1.7606 1.5026 -0.5621 -0.147
C -1.9105 0.4026 0.3452 -0.154
C 1.9804 0.8098 0.7786 -0.185
H 2.7195 0.1065 1.3125 0.061
H 2.7095 1.3970 0.1670 0.050
H 0.2809 -1.5069 -2.2230 0.084
H -0.3742 -1.3410 2.5013 0.056
H 1.9457 -1.7869 -1.5723 0.032
H 1.5303 1.3396 1.4867 -0.033
H -2.6919 1.9995 -0.6426 0.088
H -0.5598 -2.4273 1.1318 0.066
H 1.6062 -0.2626 -2.4234 -0.046
H -1.8342 -1.8296 1.8329 0.033
H -2.8594 0.0535 0.8884 0.142
```

***

Need the numbers? Relative energies in eV: entry one 1.100; entry two 0.000.

***

Entry one
Below is an isolated ion of composition C3H10NOS and charge +1, with properties calculated with ωB97M-V with the def2-TZVPD basis set.

Results
Kohn-Sham gap: 10.202 eV
Net charge: +1
SMILES: [NH3+][C@H](CO)CS
LUMO level: -3.515 eV

```
16
Properties=species:S:1:pos:R:3:lowdin_charge:R:1
S 0.4852 2.7952 0.0700 0.752
O -0.8695 -2.1726 -0.9623 -0.087
N -1.2378 0.3645 0.8742 0.150
C 0.2240 -1.4635 -0.4162 -0.247
C 1.0145 0.9184 -0.0920 -0.407
C -0.2229 0.0149 -0.3696 -0.297
H -0.9273 0.2258 -1.2886 0.191
H -1.4291 1.4357 0.8439 0.124
H 1.7117 0.4885 -0.8843 0.118
H 1.0538 -1.4705 -1.0683 0.111
H -0.5449 0.1769 1.5755 0.110
H -2.2235 -0.1871 1.0499 0.247
H 1.6271 3.3242 0.2761 -0.183
H 1.4109 0.5928 0.8981 0.090
H -0.5391 -3.1560 -1.1046 0.176
H 0.4669 -1.8873 0.5982 0.153
```

***

Entry two
Below is a 2-piece molecular cluster, C3H10NOS overall, with properties calculated with ωB97M-V with the def2-TZVPD basis set.

Results
Kohn-Sham gap: 9.690 eV
Net charge: +1
LUMO level: -4.332 eV

```
16
Properties=species:S:1:pos:R:3:lowdin_charge:R:1
S 0.9563 1.5202 1.2005 1.022
O 0.7906 -1.6418 0.3861 -0.023
N -0.7864 -0.0339 -0.1123 -0.123
C -1.9794 -0.7499 -0.4023 -0.024
C -0.0895 0.2291 0.9917 -0.435
C 1.7911 1.8681 -0.3125 -0.336
H 1.2525 -2.4408 0.2189 0.076
H -0.3400 -0.3359 1.9365 0.147
H -1.7562 -1.5650 -0.9879 0.073
H -0.4651 0.4135 -0.9525 0.135
H 2.6666 1.1473 -0.2606 0.084
H -0.1329 -1.8210 0.1786 0.038
H 2.1955 2.8514 -0.5950 0.080
H -2.6313 -0.1143 -0.9186 0.089
H 1.0201 1.6480 -1.0328 0.019
H -2.4919 -0.9753 0.6624 0.177
```

***

Need the numbers? Relative energies in eV: entry one 0.000; entry two 0.394.